Entry i
C31H89N13O10 | ωB97M-V/def2-TZVPD

Element x y z (Å)
C (-0.61101, 3.08146, 3.48719)
O (-0.74313, 4.41175, 3.86847)
C (-0.53945, 5.30710, 2.79420)
C (-0.82051, 6.70675, 3.30211)
C (-2.30135, 6.87229, 3.63670)
N (-0.41564, 7.70418, 2.28832)
H (-1.50077, 2.68873, 2.96494)
H (-0.51689, 2.47837, 4.39084)
H (0.21286, 2.91496, 2.78095)
H (0.49472, 5.18310, 2.45299)
H (-1.24447, 5.10659, 1.97425)
H (-0.24005, 6.84705, 4.22349)
H (-2.86869, 6.67146, 2.72734)
H (-2.51935, 7.89747, 3.93743)
H (-2.52718, 6.21106, 4.47132)
H (0.39709, 7.37116, 1.77478)
H (-0.05609, 8.51347, 2.78517)
C (2.47695, 4.90527, 0.35592)
O (2.27007, 4.46218, -0.96074)
C (1.01038, 3.85737, -1.12000)
C (0.90407, 3.24043, -2.48554)
C (1.32870, 4.20562, -3.58576)
N (-0.46153, 2.77756, -2.75500)
H (3.52631, 5.20223, 0.43050)
H (2.37420, 4.10968, 1.10587)
H (1.84002, 5.77515, 0.54364)
H (0.86464, 3.09888, -0.33135)
H (0.17077, 4.55484, -0.94895)
H (1.58156, 2.36788, -2.48908)
H (1.18572, 3.78956, -4.58134)
H (2.36602, 4.51087, -3.45016)
H (0.71307, 5.10620, -3.48737)
H (-0.67679, 2.06592, -2.05994)
H (-0.47605, 2.37257, -3.68688)
C (-6.26386, 2.54475, 0.89413)
O (-5.94693, 2.28066, -0.46191)
C (-5.20518, 1.09478, -0.60537)
C (-4.51382, 1.11180, -1.95832)
C (-5.42432, 0.77959, -3.12595)
N (-3.34190, 0.21050, -1.88153)
H (-5.35816, 2.81400, 1.44837)
H (-6.77163, 1.68250, 1.33634)
H (-6.92980, 3.40508, 0.93922)
H (-4.51058, 0.94729, 0.23055)
H (-5.82468, 0.17730, -0.59563)
H (-4.13222, 2.12169, -2.16082)
H (-6.31262, 1.41086, -3.05218)
H (-5.78554, -0.25091, -3.09715)
H (-4.91328, 0.99900, -4.06253)
H (-2.75700, 0.33420, -2.70309)
H (-2.76351, 0.45682, -1.08416)
C (-2.71588, -5.05935, 6.15134)
O (-2.06549, -4.09790, 5.37142)
C (-2.45905, -2.76285, 5.60073)
C (-1.45045, -1.84258, 4.94019)
C (-1.39947, -2.07504, 3.43369)
N (-0.15150, -2.05490, 5.59635)
H (-3.72418, -5.29387, 5.78060)
H (-2.74443, -4.80033, 7.21273)
H (-2.16198, -5.99112, 6.00884)
H (-3.44554, -2.63696, 5.13754)
H (-2.49478, -2.53699, 6.67369)
H (-1.77492, -0.82940, 5.19033)
H (-0.79431, -2.89766, 3.06399)
H (-1.08723, -1.16262, 2.91467)
H (-2.41851, -2.22140, 3.05487)
H (0.02096, -3.02472, 5.82251)
H (0.59432, -1.73355, 4.99262)
C (3.73593, 1.23203, -0.77700)
O (4.92656, 0.70664, -1.32815)
C (4.74614, -0.60813, -1.83978)
C (6.09965, -1.30164, -1.82909)
C (6.50363, -1.65417, -0.37256)
N (7.12123, -0.41159, -2.42804)
H (3.42983, 0.67149, 0.11017)
H (2.96999, 1.36522, -1.54723)
H (3.96730, 2.25017, -0.44250)
H (4.08591, -1.18068, -1.18133)
H (4.33343, -0.53352, -2.85197)
H (6.15180, -2.25823, -2.35233)
H (6.53203, -0.80061, 0.30088)
H (7.52036, -2.07271, -0.43785)
H (6.01019, -2.53953, 0.04387)
H (7.31135, 0.28797, -1.70991)
H (8.02675, -0.86583, -2.50966)
C (0.63214, -5.30527, 0.46957)
O (0.23729, -5.78614, 1.70399)
C (0.89579, -5.27144, 2.85039)
C (1.85268, -6.29081, 3.45284)
C (2.53883, -5.81972, 4.70421)
N (2.91228, -6.63904, 2.48460)
H (0.27355, -5.96272, -0.33120)
H (1.71777, -5.25254, 0.31139)
H (0.23036, -4.32907, 0.16701)
H (1.35362, -4.28948, 2.66759)
H (0.11349, -5.03153, 3.57928)
H (1.21214, -7.16808, 3.61480)
H (3.33579, -6.53758, 4.91631)
H (1.93616, -5.71439, 5.60752)
H (3.04229, -4.85672, 4.57821)
H (2.50962, -6.73696, 1.55925)
H (3.33076, -7.54228, 2.67512)
C (-0.36603, -0.24170, -4.50845)
O (-0.38153, 0.97605, -5.20654)
C (-1.31839, 1.04075, -6.24598)
C (-1.66757, 2.45344, -6.70769)
C (-0.48610, 3.18932, -7.39121)
N (-2.11249, 3.28724, -5.59974)
H (-0.88390, -0.12109, -3.55318)
H (0.66206, -0.52598, -4.26559)
H (-0.75862, -1.08855, -5.07627)
H (-1.01852, 0.35782, -7.05782)
H (-2.28340, 0.61227, -5.90672)
H (-2.44929, 2.31501, -7.45717)
H (0.07113, 3.73299, -6.63392)
H (-0.88874, 3.79376, -8.19681)
H (0.20790, 2.45537, -7.80816)
H (-2.86384, 2.87404, -5.06339)
H (-1.36581, 3.55620, -4.97914)
N (-3.87829, -2.37083, -3.17351)
C (-2.77019, -3.13234, -3.33964)
N (-2.94828, -4.37331, -3.91476)
O (-1.66441, -2.72780, -2.98616)
H (-3.65774, -1.50023, -2.65935)
H (-4.77625, -2.66892, -3.49881)
H (-3.83698, -4.82952, -3.99085)
H (-2.13421, -4.94576, -4.03876)
N (0.74485, -0.35520, 0.84456)
C (-0.22762, -0.44944, -0.12246)
N (-0.11206, -1.54694, -0.91811)
O (-1.15713, 0.34954, -0.21359)
H (1.39256, -1.12737, 0.84328)
H (0.80462, 0.46670, 1.40767)
H (0.58900, -2.25285, -0.77557)
H (-0.72386, -1.68825, -1.71371)
N (4.01746, -3.96126, 1.53606)
C (3.70084, -2.64019, 1.50649)
N (4.27224, -1.88177, 2.49823)
O (2.96697, -2.14711, 0.65659)
H (4.78242, -4.34154, 2.06802)
H (3.72000, -4.65163, 0.87205)
H (4.81314, -2.20945, 3.27318)
H (4.21861, -0.90236, 2.27823)

Properties
Kohn-Sham gap = 8.9 eV
HOMO = -8.6170 eV
LUMO level = 0.3 eV

***

Entry ii
C31H89N13O10 | ωB97M-V/def2-TZVPD

Element x y z (Å)
C (1.92939, 0.02522, -2.49737)
O (1.57850, -0.13695, -3.84950)
C (2.66881, 0.07993, -4.72431)
C (2.38430, -0.69189, -6.02606)
C (1.13210, -0.17612, -6.73155)
N (2.21856, -2.13081, -5.73214)
H (2.03979, 1.03585, -2.07549)
H (2.91550, -0.40123, -2.28644)
H (1.20263, -0.37511, -1.78774)
H (2.71421, 1.16028, -4.90723)
H (3.63663, -0.20337, -4.29964)
H (3.25059, -0.47027, -6.65641)
H (0.22541, -0.50169, -6.21814)
H (1.10917, -0.61079, -7.73081)
H (1.13799, 0.91592, -6.71931)
H (1.88025, -2.62690, -6.54953)
H (1.39559, -2.04406, -5.13238)
C (5.10204, 6.04507, -3.55357)
O (4.59518, 4.76076, -3.29800)
C (5.57481, 3.78324, -3.05842)
C (5.00510, 2.56327, -2.33866)
C (4.63562, 2.94829, -0.89133)
N (5.99600, 1.47230, -2.24978)
H (4.33943, 6.79603, -3.36758)
H (5.56976, 6.10090, -4.54169)
H (5.92212, 6.25188, -2.85152)
H (6.00686, 3.43212, -4.00838)
H (6.42747, 4.22777, -2.53148)
H (4.15286, 2.25244, -2.95059)
H (3.58804, 2.65390, -0.73389)
H (4.61471, 4.01838, -0.68501)
H (5.09967, 2.41524, -0.06387)
H (5.39858, 0.67336, -2.05243)
H (6.42529, 1.25995, -3.14683)
C (1.92462, 5.16698, 1.54929)
O (0.81136, 5.73345, 2.20936)
C (-0.52359, 5.34803, 1.83548)
C (-1.23499, 5.02445, 3.17878)
C (-0.73004, 3.78187, 3.85722)
N (-2.70373, 4.85240, 2.94621)
H (1.76749, 5.02395, 0.47252)
H (2.15217, 4.18115, 1.96454)
H (2.73459, 5.89249, 1.60400)
H (-0.90494, 6.17351, 1.22660)
H (-0.65793, 4.52059, 1.12916)
H (-1.18192, 5.91752, 3.80205)
H (-0.80666, 2.87295, 3.25587)
H (-1.29718, 3.65601, 4.77622)
H (0.34808, 3.92054, 3.98592)
H (-2.94656, 5.76967, 2.55921)
H (-2.77434, 4.35431, 2.05773)
C (-1.56408, -1.35443, -2.91778)
O (-1.21320, -2.73106, -3.02887)
C (-0.07121, -3.14338, -2.30226)
C (0.15385, -4.65088, -2.51776)
C (1.09232, -5.28809, -1.52052)
N (0.61339, -4.98410, -3.89076)
H (-0.64181, -0.79157, -3.10540)
H (-1.80001, -1.05122, -1.89522)
H (-2.35510, -1.13835, -3.62673)
H (0.80431, -2.55968, -2.60986)
H (-0.19099, -2.96689, -1.22662)
H (-0.80882, -5.16608, -2.50354)
H (2.06891, -4.80175, -1.52665)
H (1.25021, -6.31608, -1.83980)
H (0.58621, -5.22052, -0.55450)
H (-0.20860, -5.18482, -4.44587)
H (1.10334, -4.25398, -4.39599)
C (0.56498, 1.78642, 0.81347)
O (0.08864, 0.53329, 1.20831)
C (-1.20922, 0.16755, 0.69666)
C (-1.30214, -1.31785, 1.06274)
C (-2.70935, -1.81151, 0.73853)
N (-1.01655, -1.48308, 2.48698)
H (1.65226, 1.75773, 0.93932)
H (0.18463, 2.67452, 1.31895)
H (0.49030, 1.98167, -0.26586)
H (-1.89945, 0.80635, 1.25225)
H (-1.28312, 0.29898, -0.38513)
H (-0.62152, -1.89142, 0.42625)
H (-2.94774, -1.90884, -0.32199)
H (-3.54616, -1.23197, 1.13201)
H (-2.81819, -2.83290, 1.11921)
H (-0.89877, -2.48554, 2.62936)
H (-0.09263, -1.08873, 2.64384)
C (-5.35255, -0.41803, -2.08916)
O (-4.29295, 0.36728, -1.53191)
C (-4.43957, 1.73712, -1.87061)
C (-3.28953, 2.64066, -1.42763)
C (-3.45001, 3.10902, 0.03041)
N (-3.33278, 3.87266, -2.24601)
H (-6.12817, 0.14153, -2.60907)
H (-5.74469, -0.90036, -1.18931)
H (-4.98058, -1.22451, -2.72448)
H (-4.60132, 1.83452, -2.94897)
H (-5.31051, 2.21171, -1.39635)
H (-2.27671, 2.24382, -1.52061)
H (-3.53837, 2.24633, 0.69275)
H (-4.31194, 3.77092, 0.11815)
H (-2.54433, 3.62252, 0.34774)
H (-3.37678, 3.57458, -3.22072)
H (-4.28661, 4.22549, -2.13837)
C (2.80260, -3.51909, 1.10472)
O (3.50398, -2.52505, 1.82577)
C (2.91182, -1.24377, 1.96347)
C (3.76625, -0.34161, 2.83309)
C (2.99088, 0.63686, 3.69913)
N (4.61072, 0.47707, 1.94118)
H (2.72807, -3.19021, 0.06536)
H (1.78475, -3.67170, 1.48230)
H (3.35511, -4.44960, 1.19533)
H (2.60984, -0.79816, 1.00872)
H (1.92151, -1.41788, 2.40333)
H (4.48637, -0.87872, 3.45597)
H (2.55979, 1.47330, 3.14732)
H (3.63650, 1.13584, 4.43153)
H (2.24844, 0.22661, 4.38846)
H (5.26455, 0.98195, 2.53461)
H (5.24143, -0.03666, 1.33351)
N (-5.64301, -2.38095, 3.06604)
C (-6.75931, -2.97478, 3.53114)
N (-6.61757, -3.42442, 4.81543)
O (-7.80291, -2.95643, 2.86194)
H (-5.56202, -2.13229, 2.10008)
H (-4.84121, -2.24209, 3.68865)
H (-7.37680, -3.77139, 5.36697)
H (-5.66787, -3.55477, 5.11421)
N (-2.69352, -2.81300, 6.84991)
C (-2.68800, -2.34666, 5.57339)
N (-1.60661, -1.58114, 5.26624)
O (-3.49928, -2.70835, 4.71799)
H (-3.28659, -3.61388, 7.00402)
H (-2.08803, -2.61713, 7.62283)
H (-1.51672, -1.35015, 4.26820)
H (-0.90942, -1.35567, 5.94729)
N (-1.74887, -4.83176, 3.42473)
C (-2.22967, -5.38047, 2.28709)
N (-1.28825, -5.96340, 1.48734)
O (-3.40583, -5.25254, 1.95336)
H (-0.79034, -4.87495, 3.71198)
H (-2.42853, -4.29648, 3.95386)
H (-1.57296, -6.30204, 0.58774)
H (-0.44592, -6.23427, 1.96007)

Properties
Kohn-Sham gap = 8.7 eV
HOMO = -8.5140 eV
LUMO level = 0.1 eV

***

So which one is most stable? That would be entry i, about 193.5 kJ/mol below the next structure.

***

Entry i
C2H13NO4 | ωB97M-V/def2-TZVPD

Element x y z (Å)
C (1.00540, 1.17031, -1.84733)
C (1.21415, -0.06894, -2.26447)
N (0.52785, -1.18287, -1.77908)
H (0.22376, 1.41758, -1.14678)
H (1.57475, 2.03356, -2.14650)
H (1.88728, -0.38465, -3.04848)
H (0.12658, -1.10409, -0.86428)
H (0.97514, -2.07608, -1.89254)
O (-3.46291, 0.20249, 0.14291)
H (-2.99969, 0.24569, 0.98166)
H (-3.97553, -0.60207, 0.23392)
O (1.17248, 2.98634, 1.66576)
H (1.82006, 3.44949, 1.15370)
H (0.32463, 3.40984, 1.51411)
O (1.35236, 0.45873, 2.98034)
H (1.54472, 1.04343, 2.23150)
H (0.40477, 0.52837, 3.11359)
O (-1.13235, -3.69288, -0.14900)
H (-1.03293, -3.07100, 0.57110)
H (-1.58071, -3.29708, -0.89324)

Properties
Kohn-Sham gap = 8.4 eV
HOMO = -8.3045 eV
LUMO level = 0.1 eV

***

Entry ii
C2H13NO4 | ωB97M-V/def2-TZVPD

Element x y z (Å)
C (0.97959, 0.96308, -2.92772)
N (1.00924, 0.26581, -1.79002)
C (-0.23370, -0.32179, -1.27263)
H (1.95779, 1.01859, -3.49920)
H (0.21732, 1.69013, -3.22763)
H (-0.22158, -1.46559, -1.36719)
H (-1.17893, 0.15524, -1.66194)
H (-0.08381, -0.19443, -0.17784)
O (-2.22898, 0.23929, 2.21685)
H (-2.63017, 0.70107, 2.92808)
H (-1.28454, 0.19941, 2.27238)
O (0.51388, -1.37551, 2.89708)
H (0.24899, -2.18234, 2.49740)
H (1.32213, -1.18496, 2.39969)
O (-1.85540, 2.46110, 0.50476)
H (-1.88641, 3.42523, 0.81839)
H (-2.48573, 2.09510, 1.16064)
O (2.84644, -2.07634, -0.30358)
H (2.04563, -1.62988, -0.58053)
H (2.94826, -2.78321, -0.88697)

Properties
Kohn-Sham gap = 10.0 eV
HOMO = -9.3989 eV
LUMO level = 0.6 eV

***

Entry iii
C2H13NO4 | ωB97M-V/def2-TZVPD

Element x y z (Å)
C (0.23235, 1.15524, -1.96680)
N (-1.09501, 0.57260, -1.91912)
C (-1.29552, -0.54229, -1.09557)
O (-0.45673, -1.69495, -1.36625)
H (0.90590, 0.76644, -2.73439)
H (0.72185, 0.92571, -1.01672)
H (0.21896, 2.24258, -2.02583)
H (-1.55738, 0.62303, -2.80962)
H (-1.02850, -0.32941, -0.06277)
H (-2.34858, -0.82044, -1.16084)
H (-0.61480, -1.97583, -2.30226)
O (-2.36152, 1.76763, 1.08689)
H (-3.25917, 2.04358, 0.90923)
H (-2.28320, 1.89796, 2.01308)
O (-0.94119, -3.24660, 1.22211)
H (-0.58679, -2.51921, 0.69132)
H (-1.82402, -2.97223, 1.45049)
O (6.17971, 0.88384, 3.57957)
H (5.63457, 0.26043, 3.06641)
H (5.75906, 0.96191, 4.44108)

Properties
Kohn-Sham gap = 9.6 eV
HOMO = -9.0489 eV
LUMO level = 0.6 eV

***

Entry iv
C2H13NO4 | ωB97M-V/def2-TZVPD

Element x y z (Å)
N (-0.90795, -0.14557, -0.45758)
C (-0.91791, 0.43539, -1.81737)
C (-1.44293, 1.84802, -1.84732)
O (-0.80341, 2.61866, -0.83064)
H (-1.04276, 0.56024, 0.26504)
H (0.00336, -0.56866, -0.31894)
H (-1.53792, -0.22629, -2.42565)
H (0.10365, 0.42228, -2.21870)
H (-2.53140, 1.86981, -1.65321)
H (-1.24930, 2.31320, -2.81829)
H (-0.63385, 3.48278, -1.21100)
O (2.36817, -1.82065, 0.02137)
H (2.64666, -2.67137, 0.36976)
H (2.55386, -1.09708, 0.63331)
O (-0.12391, 1.51422, 2.24256)
H (0.83605, 1.52868, 2.30315)
H (-0.45869, 2.21591, 2.80435)
O (1.15591, -3.93684, 1.68354)
H (0.31941, -3.48018, 1.55387)
H (1.01007, -4.61041, 2.35442)

Properties
Kohn-Sham gap = 9.1 eV
HOMO = -8.5413 eV
LUMO level = 0.6 eV

***

So which one is most stable? That would be entry iv, about 9.5 kJ/mol below the next structure.